{"formula": "C33H39AsBiBrN7O2SSi2", "method": "wB97M-V/def2-TZVPD", "species": ["Bi", "C", "N", "C", "C", "N", "C", "S", "C", "C", "C", "C", "C", "N", "H", "H", "H", "H", "H", "H", "H", "H", "H", "Br", "C", "C", "C", "C", "C", "N", "C", "O", "O", "H", "H", "H", "N", "C", "C", "C", "C", "C", "C", "N", "C", "C", "C", "C", "N", "C", "C", "H", "H", "H", "H", "H", "H", "H", "H", "H", "C", "Si", "C", "C", "As", "Si", "C", "C", "C", "H", "H", "H", "H", "H", "H", "H", "H", "H", "H", "H", "H", "H", "H", "H", "H", "H", "H"], "xyz": [[-0.20457, 0.52890, -1.31154], [4.01372, -2.92805, -1.42759], [3.35408, -2.42988, -2.60205], [3.22365, -3.04157, -3.82137], [2.67159, -2.15300, -4.67421], [2.43874, -0.97819, -3.97660], [2.86177, -1.16906, -2.68522], [2.80788, -0.10420, -1.41421], [2.15015, 0.26932, -4.55475], [2.59824, 0.52741, -5.84892], [2.37934, 1.78114, -6.38820], [1.76796, 2.74402, -5.60010], [1.37135, 2.39073, -4.32434], [1.51504, 1.17085, -3.81483], [4.34931, -3.94789, -1.59113], [3.33434, -2.89477, -0.57425], [4.87389, -2.29375, -1.20274], [3.50683, -4.06133, -3.98606], [2.39034, -2.27920, -5.69855], [3.12267, -0.22847, -6.40582], [2.69021, 1.99959, -7.39706], [1.59124, 3.73866, -5.97090], [0.91034, 3.12777, -3.67836], [2.23035, 3.11274, -0.88445], [1.27751, 2.61751, 0.65452], [1.60912, 3.13719, 1.89075], [0.77960, 2.86597, 2.97454], [-0.36563, 2.11483, 2.76514], [-0.58966, 1.57075, 1.51254], [0.22257, 1.81583, 0.47041], [-1.80014, 0.70276, 1.25237], [-2.55367, 0.43760, 2.15750], [-1.94601, 0.34243, 0.01827], [2.49069, 3.74799, 1.99208], [1.01698, 3.24376, 3.95391], [-1.09390, 1.91071, 3.53464], [1.40299, -3.23832, 5.96188], [1.35720, -4.35137, 6.75628], [1.51917, -4.54740, 8.11876], [1.35869, -5.83439, 8.58581], [1.08046, -6.90213, 7.72381], [0.93146, -6.72063, 6.36825], [1.04261, -5.41965, 5.87805], [0.87745, -4.93382, 4.61479], [1.08868, -3.64418, 4.68787], [0.99266, -2.75274, 3.55185], [1.57881, -1.48532, 3.51854], [1.44657, -0.72449, 2.37394], [0.77180, -1.10963, 1.29952], [0.21869, -2.31710, 1.33088], [0.30151, -3.17080, 2.41100], [1.57326, -2.29658, 6.27307], [1.75155, -3.72771, 8.78194], [1.44498, -6.02451, 9.64443], [0.97662, -7.89049, 8.14451], [0.72881, -7.54054, 5.69816], [2.14457, -1.10377, 4.35319], [1.91737, 0.24799, 2.30387], [-0.31340, -2.60715, 0.43374], [-0.15764, -4.14452, 2.40066], [-4.78505, 1.08746, -1.56603], [-3.50829, 1.16854, -2.97306], [-4.30187, 2.02938, -4.48549], [-2.93966, -0.57728, -3.52005], [-1.48480, 2.36685, -2.51510], [-2.33393, 4.11661, -1.07015], [-0.81633, 5.24232, -0.73284], [-3.49000, 5.04549, -2.28378], [-3.26841, 3.84294, 0.57573], [-5.56355, 0.36734, -1.79777], [-5.26103, 2.05245, -1.41795], [-4.32689, 0.78567, -0.62949], [-5.21061, 1.52378, -4.79552], [-3.62122, 2.05359, -5.33271], [-4.56322, 3.05526, -4.24596], [-3.73273, -1.09960, -4.04672], [-2.66872, -1.18647, -2.66118], [-2.08396, -0.52439, -4.19271], [-0.26436, 5.40569, -1.65600], [-0.13260, 4.81753, -0.00427], [-1.11543, 6.20933, -0.33960], [-3.09530, 4.93364, -3.29332], [-3.56248, 6.10606, -2.06585], [-4.49656, 4.63940, -2.25692], [-2.81433, 3.07632, 1.19657], [-4.29713, 3.54832, 0.39984], [-3.29237, 4.76391, 1.15210]], "e_homo_ev": -10.1, "e_tot_ev": -212689.743, "spin_multiplicity": 1, "charge": 1, "lumo_ev": -3.22}

=====

{"formula": "C14H15ClF16INO4", "method": "wB97M-V/def2-TZVPD", "species": ["F", "C", "F", "C", "F", "F", "C", "O", "C", "F", "F", "C", "F", "F", "H", "H", "H", "H", "F", "C", "F", "C", "F", "F", "C", "O", "C", "F", "F", "C", "F", "F", "H", "H", "H", "H", "C", "C", "I", "C", "N", "Cl", "C", "O", "O", "H", "H", "H", "H", "H", "H", "H"], "xyz": [[-0.85377, 1.10827, -1.07573], [0.40594, 0.94248, -1.51637], [0.79198, 2.13971, -2.02755], [0.52033, -0.14829, -2.58230], [-0.17764, 0.18598, -3.69382], [1.82809, -0.21066, -2.96612], [0.11552, -1.57304, -2.14441], [-1.21253, -1.99658, -2.49184], [-2.26718, -1.63928, -1.62768], [-1.76894, -1.13818, -0.48351], [-2.88027, -2.79630, -1.29099], [-3.28583, -0.70866, -2.29557], [-2.71077, 0.43444, -2.72358], [-4.25696, -0.35267, -1.41737], [1.05299, 0.72540, -0.66177], [0.76798, -2.25415, -2.69759], [0.34521, -1.77026, -1.09471], [-3.75190, -1.19440, -3.15474], [-2.57541, 3.33701, 1.70610], [-3.22842, 3.55173, 0.55047], [-2.49712, 4.46742, -0.13526], [-4.65429, 4.06481, 0.76236], [-4.64994, 5.27564, 1.36834], [-5.20402, 4.26423, -0.47135], [-5.61119, 3.12495, 1.52928], [-5.80616, 3.37836, 2.92862], [-4.87766, 2.82983, 3.83708], [-4.08062, 1.95457, 3.20013], [-5.60305, 2.10107, 4.71502], [-4.09801, 3.90513, 4.60216], [-3.41494, 4.71436, 3.76618], [-3.18716, 3.33767, 5.42854], [-3.22713, 2.62583, -0.03241], [-6.60069, 3.29200, 1.09508], [-5.39993, 2.07066, 1.33477], [-4.77171, 4.52505, 5.19671], [8.12667, -2.61750, -0.85975], [7.27618, -3.35392, 0.30802], [6.52242, -1.77149, 1.59555], [6.13142, -4.18783, -0.45622], [4.79288, -4.13451, 0.20781], [4.10580, -5.73186, -0.02836], [3.85932, -3.24266, -0.51415], [3.61005, -3.34396, -1.74251], [3.15792, -2.20509, 0.20151], [8.94907, -1.95696, -0.44332], [8.54462, -3.40036, -1.58606], [7.35042, -1.99793, -1.43385], [7.98241, -4.00882, 0.90943], [6.10549, -3.83353, -1.54440], [6.48476, -5.27196, -0.46862], [3.82576, -1.51573, 0.41870]], "smiles": "FC(F)C(F)(F)COC(F)(F)C(F)F.FC(F)C(F)(F)COC(F)(F)C(F)F.C[C@@H](I)CN(Cl)C(=O)O", "e_homo_ev": -10.0, "e_tot_ev": -88541.627, "spin_multiplicity": 1, "lumo_ev": -0.47}

=====

{"formula": "C42H40Cl3N13O3STi", "method": "wB97M-V/def2-TZVPD", "species": ["Ti", "O", "C", "N", "C", "C", "C", "C", "C", "C", "N", "C", "C", "C", "C", "C", "N", "H", "H", "H", "H", "H", "H", "H", "H", "H", "H", "Cl", "C", "C", "C", "C", "C", "C", "N", "C", "C", "N", "C", "O", "C", "C", "C", "Cl", "S", "C", "C", "C", "Cl", "C", "H", "H", "H", "H", "H", "H", "H", "H", "H", "H", "H", "H", "H", "O", "N", "C", "C", "N", "C", "N", "C", "N", "C", "C", "N", "N", "C", "C", "H", "H", "H", "H", "H", "H", "H", "H", "H", "H", "H", "H", "H", "N", "C", "C", "C", "C", "C", "N", "C", "H", "H", "H", "H"], "xyz": [[-0.58867, 1.71870, 0.52355], [-2.66267, -1.68247, 2.17138], [-2.17767, -0.59207, 1.85006], [-1.25418, -0.35712, 0.90269], [-0.84904, -1.61386, 0.26152], [0.19503, -2.35232, 1.07109], [-0.17817, -3.37653, 1.93752], [0.80116, -4.04739, 2.65169], [2.12398, -3.66477, 2.49380], [2.40370, -2.63098, 1.61342], [1.47242, -1.99296, 0.90811], [-2.67738, 0.64167, 2.55504], [-3.66893, 0.54559, 3.51617], [-4.09765, 1.70291, 4.14383], [-3.52032, 2.91159, 3.78679], [-2.53743, 2.91984, 2.81241], [-2.11948, 1.80372, 2.20810], [-0.46100, -1.40529, -0.73406], [-1.72195, -2.26646, 0.16540], [-1.22579, -3.62128, 2.04410], [0.53544, -4.85389, 3.32333], [2.92376, -4.15336, 3.03320], [3.42831, -2.30952, 1.45378], [-4.06869, -0.43218, 3.74176], [-4.86931, 1.66455, 4.90174], [-3.81385, 3.84111, 4.25334], [-2.06048, 3.83863, 2.50546], [1.08691, -7.25381, -1.04119], [1.40534, -5.78426, -1.90541], [1.54367, -4.59764, -1.21107], [1.76738, -3.43056, -1.92683], [1.85340, -3.41281, -3.31424], [2.01614, -2.13941, -4.12319], [2.64953, -0.92916, -3.39485], [1.69069, -0.01132, -2.81023], [0.91666, 0.89196, -3.50137], [0.08819, 1.45504, -2.58684], [0.32915, 0.90122, -1.34847], [1.31251, 0.04731, -1.52012], [0.82460, -1.74473, -4.78798], [-0.39784, -1.77314, -4.05039], [-1.07732, -3.11239, -4.03690], [-1.46861, -3.79484, -5.14845], [-1.31501, -3.27478, -6.77411], [-2.19805, -5.30259, -4.78351], [-2.01596, -5.02509, -3.10260], [-1.41302, -3.83477, -2.85259], [1.73851, -4.64027, -3.97048], [1.86159, -4.72945, -5.69865], [1.51237, -5.82177, -3.28585], [1.46730, -4.57867, -0.12946], [1.86548, -2.51683, -1.36366], [2.69889, -2.37354, -4.94170], [3.22648, -0.36307, -4.12358], [3.33792, -1.25591, -2.61657], [1.02433, 1.03422, -4.56190], [-0.62947, 2.24508, -2.72166], [1.74502, -0.53551, -0.72044], [-1.03122, -1.03595, -4.54574], [-0.25336, -1.44224, -3.01816], [-2.35114, -5.76255, -2.39153], [-1.19211, -3.47603, -1.85559], [1.41274, -6.75321, -3.82421], [0.05503, 3.33963, -0.40907], [-0.38064, 3.78010, 0.81258], [0.35046, 4.79256, 1.35976], [0.26155, 4.98334, 2.75269], [0.14766, 5.11161, 3.89872], [1.22233, 5.58561, 0.58452], [1.96452, 6.21624, -0.03970], [3.44174, 3.96695, 2.36893], [2.81405, 2.74151, 1.89590], [3.01719, 2.43621, 0.49100], [1.89352, 2.06557, 2.62339], [0.93175, 1.38365, 2.04980], [2.01445, 2.12615, 3.98373], [0.86337, 1.87246, 4.82536], [3.30089, 2.07329, 4.65216], [3.34336, 4.73458, 1.60127], [4.50532, 3.81851, 2.57682], [2.94453, 4.32015, 3.26878], [4.08552, 2.49926, 0.26858], [2.47332, 3.12879, -0.15476], [2.66906, 1.42524, 0.29858], [0.53363, 0.72272, 2.70812], [0.75001, 0.80742, 5.06541], [-0.03912, 2.23905, 4.34016], [0.98324, 2.42736, 5.75561], [4.09830, 1.94961, 3.92531], [3.32306, 1.21575, 5.33084], [3.48984, 2.97773, 5.23557], [-5.22899, 5.72487, -1.69631], [-4.79748, 4.66345, -1.62228], [-4.26466, 3.33324, -1.52061], [-4.95248, 2.24748, -2.05481], [-4.40074, 0.98707, -1.92670], [-3.19250, 0.85412, -1.26373], [-2.53506, 1.89466, -0.74834], [-3.05160, 3.11549, -0.87707], [-5.89768, 2.39954, -2.55797], [-4.89741, 0.11534, -2.32774], [-2.72643, -0.11301, -1.12432], [-2.47577, 3.93226, -0.45586]], "s_squared": 2.011, "e_homo_ev": [-6.0, -8.0], "e_tot_ev": -141236.489, "spin_multiplicity": 3, "lumo_ev": [-0.42, -0.46]}

=====

{"formula": "C26H32NO5PbS", "method": "wB97M-V/def2-TZVPD", "species": ["O", "C", "C", "H", "H", "C", "H", "H", "C", "H", "H", "H", "C", "H", "H", "H", "Pb", "C", "C", "C", "H", "C", "C", "H", "H", "H", "H", "C", "C", "C", "H", "C", "C", "H", "H", "H", "H", "O", "C", "C", "H", "H", "C", "H", "H", "C", "H", "H", "H", "H", "O", "C", "N", "S", "O", "O", "C", "C", "C", "C", "C", "C", "H", "H", "H", "H"], "xyz": [[3.48618, -0.20394, 0.19199], [3.87427, -0.52791, 1.60405], [5.01290, -1.44976, 1.27974], [3.02305, -1.01432, 2.09554], [4.14291, 0.37321, 2.16757], [4.72566, -1.00216, -0.16212], [4.82593, -2.51195, 1.45211], [5.99327, -1.18929, 1.70889], [4.43767, -2.15051, -1.11418], [3.70619, -2.82721, -0.66562], [5.34373, -2.74931, -1.30657], [4.03188, -1.77513, -2.05901], [5.78273, -0.02923, -0.67576], [6.08494, 0.68227, 0.10368], [5.39547, 0.54775, -1.52266], [6.70115, -0.51995, -1.02511], [1.52739, 1.25499, -0.57229], [-1.08896, 4.06118, -0.91139], [-1.52429, 4.05423, 0.43259], [-0.41562, 3.77759, 1.25252], [-2.52150, 4.29758, 0.77955], [0.74613, 3.67874, 0.42539], [0.30670, 3.84255, -0.93863], [0.94237, 3.96266, -1.81963], [-1.68214, 4.25672, -1.79974], [-0.42286, 3.71801, 2.34777], [1.78508, 3.68177, 0.76642], [-2.19499, 1.05507, -3.21955], [-0.91655, 1.59567, -3.44170], [0.05126, 0.60697, -3.12270], [-0.70711, 2.58549, -3.84063], [-0.66079, -0.57781, -2.74183], [-2.04871, -0.28741, -2.78177], [-2.83825, -0.98485, -2.57649], [-3.14405, 1.54778, -3.42179], [1.11851, 0.66894, -3.32288], [-0.22115, -1.53740, -2.48689], [2.30015, -3.59277, 1.02207], [1.31049, -2.74816, 0.27956], [0.79327, -1.68594, 1.23342], [0.48757, -3.41488, -0.07388], [1.75240, -2.26579, -0.61836], [1.05240, -2.26568, 2.64580], [-0.22381, -1.33684, 1.03814], [1.42258, -0.79774, 1.19939], [1.97049, -3.50756, 2.42500], [0.15027, -2.42941, 3.24765], [1.63111, -1.48844, 3.19551], [1.58197, -4.48696, 2.75436], [2.92779, -3.41172, 2.95809], [-3.38694, 2.58093, -1.15646], [-3.49664, 1.61600, -0.37385], [-2.44483, 0.88528, 0.10126], [-2.85340, -0.52204, 0.77853], [-2.61162, -1.64550, -0.09948], [-2.37439, -0.64236, 2.15754], [-4.57164, -0.14668, 0.76791], [-5.60967, -0.94931, 1.22771], [-6.92486, -0.48704, 1.05756], [-7.15108, 0.74688, 0.40386], [-6.08587, 1.50149, -0.09871], [-4.78036, 1.05513, 0.12701], [-5.36957, -1.90158, 1.69676], [-7.75880, -1.08990, 1.41688], [-8.17549, 1.10013, 0.27827], [-6.21990, 2.41945, -0.67042]], "e_homo_ev": -3.4, "e_tot_ev": -55286.662, "spin_multiplicity": 1, "charge": -1, "lumo_ev": 1.29}